No. 1
Computed, not measured: 2 unconnected molecules or ions with the total composition H4NPS, with the ωB97M-V functional and the def2-TZVPD basis.

Results
Strongest force on any atom ... 1.3 eV/Å
Multiplicity ... 1
Kohn-Sham gap (spin up / spin down) ... 7.4 / 7.4 eV
Relative energy (zero: lowest compared OMol25 entry of this formula, charge and spin) ... 65.8 kcal/mol
LUMO level (spin up / spin down) ... -1.374 / -1.370 eV

Geometry (Å):
N: 2.83787 0.89961 -0.04022
S: 2.02127 -0.11713 0.81136
H: 2.42329 1.84074 -0.02358
P: -2.04064 -0.12118 -0.06099
H: -2.47419 -0.97345 -1.18677
H: -2.09654 -1.23655 0.85962
H: -0.67106 -0.29205 -0.35943



No. 2
Computed, not measured: H4NPSi in the gas phase, with the ωB97M-V functional and the def2-TZVPD basis.

Results
Strongest force on any atom ... 4.0 eV/Å
Multiplicity ... 1
Kohn-Sham gap ... 8.0 eV
Relative energy (zero: lowest compared OMol25 entry of this formula, charge and spin) ... 15.6 kcal/mol
LUMO level ... -0.933 eV

Geometry (Å):
H: -2.17929 -0.51391 1.69993
P: -2.00962 0.49407 0.67852
N: -0.71320 -0.30563 0.19438
Si: 0.84815 0.09877 -0.48382
H: 1.44922 0.75293 0.55483
H: 1.76919 -1.06647 -0.63985
H: 0.83554 0.54024 -2.00399



No. 3
Computed, not measured: 2 unconnected molecules or ions with the total composition H4NS, with the ωB97M-V functional and the def2-TZVPD basis.

Results
Strongest force on any atom ... 1.4 eV/Å
Multiplicity ... 1
Charge ... -1
Kohn-Sham gap ... 7.4 eV
Relative energy (zero: lowest compared OMol25 entry of this formula, charge and spin) ... 2.7 kcal/mol
LUMO level ... 4.814 eV

Geometry (Å):
N: 1.71093 1.29254 -0.56478
H: 0.94820 1.97533 -0.49979
H: 1.41558 0.73512 0.23392
H: 1.46381 0.80818 -1.41781
S: -0.95144 -0.81666 0.37296
H: -1.41740 0.08069 -0.52592



No. 4
Computed, not measured: 2 unconnected molecules or ions with the total composition H4NS, with the ωB97M-V functional and the def2-TZVPD basis.

Results
Strongest force on any atom ... 1.0 eV/Å
Multiplicity ... 1
Charge ... -1
Kohn-Sham gap ... 7.5 eV
Relative energy (zero: lowest compared OMol25 entry of this formula, charge and spin) ... 3.0 kcal/mol
LUMO level ... 4.905 eV

Geometry (Å):
N: 1.34338 1.00079 1.20084
H: 1.01386 1.07799 2.14816
H: 1.45974 1.89121 0.74752
H: 0.77006 0.38074 0.61944
S: -0.80504 -0.64066 -0.64152
H: -0.84090 -0.81882 -1.96075



No. 5
Computed, not measured: 2 unconnected molecules or ions with the total composition H4NS, with the ωB97M-V functional and the def2-TZVPD basis.

Results
⟨S²⟩ ... 0.75
Strongest force on any atom ... 4.8 eV/Å
Multiplicity ... 2
Kohn-Sham gap (spin up / spin down) ... 11.2 / 7.2 eV
Relative energy (zero: lowest compared OMol25 entry of this formula, charge and spin) ... 12.1 kcal/mol
LUMO level (spin up / spin down) ... 0.845 / -2.769 eV

Geometry (Å):
N: -0.28185 -0.37667 1.22302
H: 0.12035 -0.75221 0.19507
H: -1.10403 -0.03809 0.84211
H: 0.29898 0.45790 1.46066
S: 0.13590 -0.17770 -2.07557
H: 0.83065 0.88676 -1.64529



No. 6
Computed, not measured: 2 unconnected molecules or ions with the total composition H4O2, with the ωB97M-V functional and the def2-TZVPD basis.

Results
Strongest force on any atom ... 3.3 eV/Å
Multiplicity ... 1
Kohn-Sham gap ... 11.8 eV
Relative energy (zero: lowest compared OMol25 entry of this formula, charge and spin) ... 5.8 kcal/mol
LUMO level ... 0.674 eV

Geometry (Å):
O: -0.25713 -1.23883 0.39019
H: -0.75557 -1.28555 -0.42569
H: -0.66230 -1.87881 0.89483
O: 0.57291 1.72223 -0.00773
H: 1.06781 1.73485 -0.80257
H: 0.03428 0.94611 -0.04903



No. 7
Computed, not measured: 2 unconnected molecules or ions with the total composition H4O2, with the ωB97M-V functional and the def2-TZVPD basis.

Results
Strongest force on any atom ... 2.9 eV/Å
Multiplicity ... 1
Kohn-Sham gap ... 12.2 eV
Relative energy (zero: lowest compared OMol25 entry of this formula, charge and spin) ... 9.3 kcal/mol
LUMO level ... 0.547 eV

Geometry (Å):
O: 1.35235 -0.30926 -0.19735
H: 2.18117 0.20255 0.04827
H: 0.66494 0.39971 0.00449
O: -1.63978 -0.25216 -0.20168
H: -1.50058 0.71763 -0.06449
H: -1.05810 -0.75847 0.41075



No. 8
Computed, not measured: 2 unconnected molecules or ions with the total composition H4O2, with the ωB97M-V functional and the def2-TZVPD basis.

Results
Strongest force on any atom ... 1.9 eV/Å
Multiplicity ... 1
Kohn-Sham gap ... 11.8 eV
Relative energy (zero: lowest compared OMol25 entry of this formula, charge and spin) ... 4.8 kcal/mol
LUMO level ... 0.647 eV

Geometry (Å):
O: 1.36771 -0.39445 0.62303
H: 0.74166 -0.46769 -0.13838
H: 0.89308 -0.55704 1.48605
O: -0.96285 0.16180 -0.91332
H: -1.15875 0.14279 0.05043
H: -0.88084 1.11460 -1.10781



Copy entry 2 word for word.
Computed, not measured: H4NPSi in the gas phase, with the ωB97M-V functional and the def2-TZVPD basis.

Results
Strongest force on any atom ... 4.0 eV/Å
Multiplicity ... 1
Kohn-Sham gap ... 8.0 eV
Relative energy (zero: lowest compared OMol25 entry of this formula, charge and spin) ... 15.6 kcal/mol
LUMO level ... -0.933 eV

Geometry (Å):
H: -2.17929 -0.51391 1.69993
P: -2.00962 0.49407 0.67852
N: -0.71320 -0.30563 0.19438
Si: 0.84815 0.09877 -0.48382
H: 1.44922 0.75293 0.55483
H: 1.76919 -1.06647 -0.63985
H: 0.83554 0.54024 -2.00399